1.
Computed, not measured: a 3-piece molecular cluster, C4H5NO overall at a distorted geometry, with ωB97M-V/def2-TZVPD.

Computed properties:
Multiplicity = 1
DFT total energy = -7764.28097 eV
ΔE to the lowest compared entry with this formula, charge and spin = 2.245 eV
Charge = 0
Molecular weight = 83.090 g mol⁻¹
Gap between HOMO and LUMO = 0.405 hartree
Largest force on an atom = 1.40 eV/A

Last column: natural (NBO) charge in e.
CARTESIAN COORDINATES (ANGSTROEM)
C: 0.67757 -2.23174 0.12432  -0.286
C: -0.02901 -1.10882 0.24055  -0.327
C: -1.49714 2.29135 1.13778  0.533
O: -0.81627 1.65748 1.79237  -0.529
C: -0.48019 -0.35943 -0.90089  0.251
N: -0.85219 0.26557 -1.80291  -0.306
H: 0.94797 -2.64167 -0.84388  0.211
H: 0.99418 2.94862 -0.88291  -0.010
H: 1.00263 -2.77008 1.00900  0.210
H: -0.29357 -0.69431 1.20913  0.247
H: 0.34601 2.64303 -1.08256  0.006

Forces on atoms 1 to 3 (eV/Å):
C -0.091 0.124 0.010
C 0.132 -0.183 0.030
C 0.794 -0.728 0.816


2.
Computed, not measured: a 24-piece molecular cluster, C43H51Cl70F3IN3O3P overall at a distorted geometry, with ωB97M-V/def2-TZVPD.

Computed properties:
Multiplicity = 1
DFT total energy = -958117.56003 eV
Charge = +1
Molecular weight = 3354.481 g mol⁻¹
Gap between HOMO and LUMO = 0.279 hartree
Largest force on an atom = 8.39 eV/A

Last column: Mulliken charge in e.
CARTESIAN COORDINATES (ANGSTROEM)
C: 3.68436 -1.32023 1.99850  0.458
C: 3.08771 -0.03029 1.52084  -0.127
C: 1.95327 0.14250 0.35376  1.483
C: 1.23300 1.56767 0.79380  0.328
F: 0.76051 1.37418 2.21313  -0.209
F: 0.11746 1.98293 -0.09075  -0.164
F: 2.19257 2.73095 0.80100  -0.220
C: 0.86037 -1.07700 0.08336  -1.866
N: -0.45557 -1.06339 0.84507  0.542
C: 0.85106 -1.61067 -1.49742  1.783
C: 0.77686 -3.24440 -1.58749  0.163
C: -0.40747 -3.94923 -0.70411  -0.358
C: -1.92547 -3.77728 -1.29240  -0.348
C: -2.94403 -2.91754 -0.29541  -0.149
C: -3.42688 -1.51447 -0.99218  0.279
C: -4.85344 -0.91807 -0.45119  -0.604
O: -4.91083 0.50658 -0.92008  -0.273
C: -5.14064 1.41931 0.21073  0.568
C: -4.03235 2.48160 0.82273  -0.182
O: -6.36774 1.44520 0.79221  -0.478
P: -0.44347 -0.93059 -2.71422  0.432
O: -0.36996 -1.88143 -4.21382  -0.342
I: 0.05112 1.36488 -3.47472  -0.144
C: 2.39179 -1.08420 -1.86967  -0.312
Cl: 2.90794 -1.02402 -3.64875  -0.013
N: 2.74100 0.09462 -0.94875  0.733
C: 4.22136 0.53035 -0.91804  -0.158
C: 5.45645 -0.52735 -0.85418  0.338
C: 7.07308 -0.15352 -0.86181  -0.252
C: 7.29809 1.50193 -0.96560  -0.307
C: 5.93298 2.38897 -1.01050  -0.358
N: 4.49701 1.99270 -1.00311  -0.251
H: 4.01370 -2.21328 1.31787  -1.049
H: 3.88385 -1.38460 3.17312  0.185
H: 3.55116 0.94718 2.02660  -0.225
H: 1.38988 -2.01714 0.59561  0.277
H: -0.98031 -0.17129 0.73059  0.034
H: -0.32363 -1.32804 1.85234  -0.026
H: 1.80696 -3.64751 -1.13748  -0.077
H: 0.72061 -3.68276 -2.67552  -0.647
H: -0.38708 -3.66832 0.45335  0.036
H: -0.17715 -5.12099 -0.72557  0.492
H: -2.41173 -4.86627 -1.34747  0.412
H: -2.00144 -3.34053 -2.37426  0.015
H: -2.47080 -2.76802 0.78846  -0.140
H: -3.93704 -3.54921 -0.10147  0.441
H: -2.59495 -0.70409 -0.73461  -0.343
H: -3.47889 -1.57262 -2.16944  0.234
H: -4.97082 -1.00511 0.70978  0.293
H: -5.76096 -1.44895 -1.01542  0.259
H: -2.93898 2.25512 0.45904  -0.124
H: -4.25849 3.61264 0.52364  0.352
H: -4.00868 2.46403 1.99825  -0.089
H: -0.72865 -2.80323 -4.05793  0.245
H: 3.10005 -1.91760 -1.43333  -0.235
H: 2.32418 0.92735 -1.46098  0.542
H: 5.17405 -1.68057 -0.80483  -0.525
H: 7.94550 -0.93280 -0.83854  0.177
H: 8.38260 1.98090 -1.00710  0.322
H: 6.12350 3.56864 -1.06118  0.307
C: -1.07574 5.40514 -1.23054  0.310
Cl: -2.52316 4.46633 -0.82681  -0.113
Cl: -1.20181 6.06940 -2.86830  -0.038
Cl: -0.82674 6.70295 -0.05027  -0.183
H: -0.21124 4.73725 -1.19545  -0.025
C: -9.17574 2.70514 -0.56131  0.470
Cl: -10.62316 1.76633 -0.15758  -0.077
Cl: -9.30181 3.36940 -2.19907  -0.150
Cl: -8.92674 4.00295 0.61897  -0.125
H: -8.31124 2.03725 -0.52622  -0.122
C: 2.98200 -4.37140 -5.97813  0.101
Cl: 2.88905 -5.51311 -7.32989  -0.123
Cl: 1.53762 -4.49455 -4.95930  -0.134
Cl: 4.44498 -4.65858 -5.02073  -0.114
H: 3.03054 -3.35840 -6.38570  0.220
C: -6.37686 2.18612 4.18312  0.320
Cl: -5.10309 3.39999 3.97472  -0.171
Cl: -5.68141 0.63288 4.67627  -0.122
Cl: -7.57295 2.73669 5.36870  -0.089
H: -6.88149 2.04828 3.22343  0.084
C: -0.93083 -0.28235 -7.18934  1.059
Cl: -0.13168 1.29230 -7.33510  -0.145
Cl: -2.56973 -0.21265 -7.85909  -0.144
Cl: 0.01930 -1.53955 -7.99932  -0.096
H: -1.00287 -0.53504 -6.12840  -0.736
C: -0.03083 -2.66470 4.74007  0.778
Cl: 0.76832 -1.09006 4.59431  -0.079
Cl: -1.66973 -2.59501 4.07032  -0.153
Cl: 0.91930 -3.92190 3.93009  -0.069
H: -0.10287 -2.91739 5.80102  -0.512
C: 0.83226 9.69432 -1.65342  0.759
Cl: -0.50480 10.81635 -1.95794  -0.112
Cl: 1.74972 9.40151 -3.14069  -0.090
Cl: 1.89364 10.32201 -0.38109  -0.125
H: 0.41337 8.74341 -1.31439  -0.402
C: 6.96884 -1.81766 4.18791  -0.159
Cl: 5.52142 -2.75647 4.59164  -0.104
Cl: 6.84276 -1.15340 2.55015  0.016
Cl: 7.21784 -0.51985 5.36819  -0.097
H: 7.83334 -2.48554 4.22300  0.369
C: -1.53083 -1.93848 8.97709  0.003
Cl: -0.73168 -0.36383 8.83133  -0.154
Cl: -3.16973 -1.86878 8.30734  -0.053
Cl: -0.58070 -3.19567 8.16711  -0.149
H: -1.60287 -2.19117 10.03803  0.349
C: 11.17825 -0.79153 -2.64616  -0.001
Cl: 11.47216 0.93995 -2.41171  -0.116
Cl: 10.52908 -1.51836 -1.16639  -0.108
Cl: 10.07355 -1.05652 -4.00586  -0.086
H: 12.13115 -1.27432 -2.87756  0.324
C: 11.15886 -4.04477 -6.90628  0.557
Cl: 9.69005 -5.03435 -6.85391  -0.118
Cl: 10.85638 -2.52757 -7.77001  -0.133
Cl: 11.74939 -3.72065 -5.26751  -0.121
H: 11.92952 -4.60071 -7.44634  -0.223
C: -1.10862 -2.50893 -11.81804  0.023
Cl: -1.87555 -2.33627 -13.40593  -0.124
Cl: -1.72020 -1.28241 -10.69507  -0.075
Cl: -1.37906 -4.13572 -11.17013  -0.127
H: -0.03237 -2.36037 -11.93747  0.289
C: 3.53122 12.53584 -5.37099  0.018
Cl: 5.03394 13.24422 -4.75503  -0.121
Cl: 3.85557 10.99035 -6.17455  -0.131
Cl: 2.36090 12.32088 -4.05816  -0.073
H: 3.10256 13.22250 -6.10542  0.307
C: 4.40706 -5.19051 0.64021  -0.134
Cl: 5.74348 -6.30420 0.97652  -0.113
Cl: 3.46308 -4.88987 2.10920  -0.019
Cl: 5.01917 -3.66813 -0.02839  -0.091
H: 3.75141 -5.65349 -0.10169  0.334
C: -8.34114 6.45344 6.89246  0.276
Cl: -9.80995 5.46387 6.94484  -0.120
Cl: -8.64362 7.97065 6.02874  -0.126
Cl: -7.75061 6.77756 8.53124  -0.128
H: -7.57048 5.89751 6.35241  0.085
C: -4.26024 6.18638 -5.79641  0.097
Cl: -5.36987 7.30009 -6.61357  -0.119
Cl: -4.25208 4.61048 -6.60629  -0.104
Cl: -2.62493 6.86617 -5.74160  -0.114
H: -4.60868 6.04435 -4.77022  0.239
C: -3.09294 -6.36206 6.30471  -0.079
Cl: -1.75652 -7.47575 6.64101  -0.119
Cl: -4.03692 -6.06143 7.77370  -0.115
Cl: -2.48083 -4.83968 5.63611  0.078
H: -3.74859 -6.82504 5.56281  0.254
C: -14.04323 0.73637 -2.01987  0.056
Cl: -15.63066 0.15780 -2.55345  -0.125
Cl: -14.00486 2.50752 -1.98855  -0.104
Cl: -13.64493 0.07716 -0.42420  -0.125
H: -13.29212 0.38824 -2.73352  0.289
C: -3.43677 1.06155 10.82005  0.359
Cl: -3.36629 2.55632 11.76878  -0.137
Cl: -3.41595 -0.35353 11.88613  -0.130
Cl: -4.87969 1.04473 9.79191  -0.038
H: -2.55459 1.02053 10.17607  -0.046
C: 4.45380 3.90149 3.58589  -0.019
Cl: 5.04923 5.54713 3.86293  -0.121
Cl: 4.82341 3.37588 1.93467  -0.025
Cl: 5.15216 2.78020 4.76672  -0.096
H: 3.36811 3.90233 3.71209  0.266
C: -8.02549 3.67171 11.00096  0.353
Cl: -8.11844 2.53000 9.64919  -0.112
Cl: -9.46988 3.54856 12.01978  -0.131
Cl: -6.56252 3.38453 11.95835  -0.090
H: -7.97695 4.68471 10.59338  -0.021
C: 13.07075 -6.05111 -9.99847  0.062
Cl: 13.36467 -4.31963 -9.76402  -0.110
Cl: 12.42158 -6.77794 -8.51870  -0.121
Cl: 11.96606 -6.31609 -11.35818  -0.109
H: 14.02366 -6.53389 -10.22987  0.324
C: -2.54864 -11.14125 5.18044  0.047
Cl: -4.01745 -12.13082 5.23282  -0.114
Cl: -2.85111 -9.62404 4.31672  -0.111
Cl: -1.95811 -10.81713 6.81922  -0.116
H: -1.77797 -11.69718 4.64039  0.298

Forces on atoms 1 to 3 (eV/Å):
C -1.701 3.484 -0.566
C 1.362 -3.192 2.084
C 1.027 -0.860 1.796


3.
Computed, not measured: a 7-piece molecular cluster, C50H32F7NO18S overall at a distorted geometry, with ωB97M-V/def2-TZVPD.

Computed properties:
Multiplicity = 1
DFT total energy = -120564.60807 eV
SMILES string = O=C1c2cc(O)c(S(=O)(=O)F)c(CCC(F)=C(F)F)c2C(=O)N1COC(F)(F)F.O=C1C=CC(=O)C=C1.O=C1C=CC(=O)C=C1.O=C1C=CC(=O)C=C1.O=C1C=CC(=O)C=C1.O=C1C=CC(=O)C=C1.O=C1C=CC(=O)C=C1
Charge = 0
Molecular weight = 1099.848 g mol⁻¹
Gap between HOMO and LUMO = 0.277 hartree
Largest force on an atom = 1.60 eV/A

Last column: Mulliken charge in e.
CARTESIAN COORDINATES (ANGSTROEM)
O: 3.73491 0.23441 1.50288  -0.558
C: 2.64699 0.08819 1.05588  -0.440
C: 1.57187 1.10318 1.04315  0.286
C: 1.54511 2.29557 1.74589  -0.831
C: 0.40608 3.11014 1.57560  0.536
O: 0.34010 4.27998 2.22002  -0.571
C: -0.65138 2.68234 0.71078  0.892
S: -2.04391 3.73529 0.46502  1.418
O: -2.37737 3.78957 -0.91838  -0.575
O: -1.93169 4.94342 1.19943  -0.705
F: -3.13844 2.88643 1.15895  -0.202
C: -0.61478 1.42864 0.02109  0.367
C: -1.72230 0.92180 -0.86483  -2.131
C: -2.29768 -0.44617 -0.48899  -0.253
C: -2.81602 -0.53102 0.90297  0.381
F: -2.22341 0.16304 1.89738  -0.161
C: -3.86817 -1.26212 1.23001  0.326
F: -4.46038 -2.11486 0.41036  -0.182
F: -4.48034 -1.23918 2.40178  -0.223
C: 0.55722 0.67404 0.21427  0.253
C: 0.99692 -0.59072 -0.36528  0.071
O: 0.64288 -1.16852 -1.33739  -0.581
N: 2.11143 -1.05765 0.42487  0.356
C: 2.99033 -1.91355 -0.35623  -0.860
O: 4.13947 -2.20726 0.42731  -0.305
C: 5.21306 -2.56539 -0.27852  0.958
F: 4.96017 -3.57522 -1.13244  -0.240
F: 6.15949 -2.96543 0.55162  -0.278
F: 5.69954 -1.57632 -1.03381  -0.270
H: 2.35956 2.57388 2.38296  0.841
H: 1.04313 4.30834 2.88192  0.414
H: -1.29613 0.83812 -1.85876  0.263
H: -2.54685 1.59961 -0.94721  1.171
H: -3.16270 -0.59731 -1.11670  0.317
H: -1.64113 -1.28290 -0.68632  -0.042
H: 3.26201 -1.45408 -1.30074  0.477
H: 2.46978 -2.83486 -0.57399  0.388
O: -1.16592 1.41329 4.88094  -0.439
C: -2.29506 1.40626 5.32579  0.353
C: -2.68934 2.32900 6.42302  -0.270
C: -3.92094 2.33282 6.92245  -0.457
C: -4.96216 1.41205 6.40296  0.237
O: -6.08547 1.41606 6.85704  -0.554
C: -4.56960 0.49119 5.30978  -0.203
C: -3.33727 0.48481 4.80701  -0.319
H: -1.91901 2.99270 6.78812  0.373
H: -4.22500 2.99763 7.72103  0.428
H: -5.34369 -0.17249 4.94589  0.475
H: -3.05144 -0.17969 4.00944  0.367
O: 9.00310 -3.25412 -4.69382  -0.536
C: 8.47142 -4.27326 -4.31102  0.278
C: 7.45243 -4.25420 -3.23101  -0.231
C: 6.86981 -5.37384 -2.81145  -0.248
C: 7.21305 -6.69055 -3.40653  0.247
O: 6.68011 -7.71037 -3.02690  -0.535
C: 8.23291 -6.71056 -4.48649  -0.401
C: 8.81497 -5.59071 -4.90567  -0.411
H: 7.21755 -3.28356 -2.81246  0.429
H: 6.12796 -5.38396 -2.02700  0.557
H: 8.46773 -7.68099 -4.90480  0.409
H: 9.55962 -5.58010 -5.69132  0.408
O: -8.77750 0.35898 -5.13684  -0.548
C: -7.81411 0.52544 -4.42284  0.333
C: -7.88997 0.28787 -2.95775  -0.431
C: -6.83162 0.47224 -2.17382  -0.293
C: -5.53160 0.92054 -2.73086  0.179
O: -4.56550 1.08487 -2.01564  -0.281
C: -5.45305 1.15897 -4.19274  -0.321
C: -6.51097 0.97509 -4.97751  -0.439
H: -8.84835 -0.03916 -2.57536  0.415
H: -6.86232 0.30713 -1.10405  0.451
H: -4.49416 1.48760 -4.57290  0.432
H: -6.47912 1.14194 -6.04653  0.415
O: 2.81156 7.41637 -4.01844  -0.554
C: 2.29588 6.42065 -3.56060  0.288
C: 1.50837 6.46565 -2.30261  -0.517
C: 0.94492 5.37034 -1.80077  -0.098
C: 1.08110 4.05729 -2.48118  0.119
O: 0.56414 3.06209 -2.01992  -0.189
C: 1.86616 4.00971 -3.73969  -0.406
C: 2.42940 5.10529 -4.24028  -0.435
H: 1.42183 7.43393 -1.82669  0.461
H: 0.36322 5.38217 -0.88612  0.479
H: 1.95012 3.04113 -4.21630  0.441
H: 3.00691 5.09735 -5.15586  0.406
O: 2.83633 0.95877 9.20381  -0.549
C: 2.61243 1.47941 8.13448  0.265
C: 1.60875 2.56765 8.00305  -0.404
C: 1.36106 3.13673 6.82750  -0.342
C: 2.07849 2.71228 5.60521  0.386
O: 1.85615 3.23542 4.53062  -0.470
C: 3.08349 1.63128 5.72944  -0.354
C: 3.33108 1.05821 6.90363  -0.435
H: 1.10048 2.86177 8.91266  0.425
H: 0.63922 3.93280 6.70256  0.425
H: 3.59324 1.33860 4.81907  0.506
H: 4.05847 0.26558 7.02186  0.435
O: -1.71184 -3.26765 -1.56457  -0.418
C: -2.09188 -4.06826 -2.39151  0.243
C: -1.19093 -4.53440 -3.47460  -0.306
C: -1.60559 -5.40958 -4.38629  -0.402
C: -2.98667 -5.95671 -4.35783  0.300
O: -3.36425 -6.75425 -5.18712  -0.546
C: -3.88748 -5.48778 -3.27288  -0.357
C: -3.47252 -4.61277 -2.36102  -0.352
H: -0.19046 -4.12047 -3.47366  0.479
H: -0.96783 -5.76461 -5.18566  0.405
H: -4.88878 -5.89915 -3.27215  0.429
H: -4.10947 -4.25710 -1.56090  0.465

Forces on atoms 1 to 3 (eV/Å):
O 1.249 0.043 0.516
C -0.773 -0.031 0.092
C -0.406 1.037 0.669